Computed, not measured: a structure of composition C24H25IN2O5RuSSi, with ωB97M-V/def2-TZVPD.

XYZ file:
```
60
Properties=species:S:1:pos:R:3:forces:R:3:lowdin_charge:R:1
H -2.416 -5.101 1.179 0.001 0.005 -0.007 0.110
C -3.732 -0.207 2.113 0.005 -0.009 0.010 -0.016
H 2.608 2.084 -2.743 0.006 0.007 -0.003 0.009
C -3.570 -5.410 -0.605 0.013 0.016 -0.009 -0.111
C -3.342 -3.674 -2.249 -0.019 0.005 -0.014 -0.154
C 1.258 1.562 4.322 0.001 0.007 0.020 -0.217
H -4.593 -5.384 -2.501 0.000 -0.001 0.001 0.091
Si 0.131 2.333 -2.564 0.093 0.038 -0.074 0.197
C 3.884 0.574 0.762 0.004 0.011 -0.064 -0.017
C -2.098 -3.520 -0.199 -0.056 0.154 -0.030 -0.154
C -1.168 1.143 4.363 0.064 0.028 0.015 -0.118
H 3.713 0.930 1.766 -0.002 0.026 0.003 0.101
C -3.898 -4.870 -1.846 0.010 0.010 0.002 -0.115
C 1.201 0.643 1.571 -0.196 -0.072 0.059 -0.041
C -0.011 1.125 3.643 -0.040 0.012 0.028 -0.173
O -0.181 1.091 -1.617 -0.174 0.038 0.078 -0.539
H 1.986 1.190 2.074 0.046 -0.021 0.024 0.089
N -2.369 0.732 3.881 -0.047 -0.036 -0.078 0.113
C -0.192 1.921 -4.372 -0.010 0.008 0.017 -0.178
H 1.131 3.357 3.574 0.001 -0.010 -0.017 0.093
H -3.626 -1.262 1.852 -0.007 0.004 -0.011 0.085
H 5.962 1.007 0.928 -0.001 0.003 0.000 0.103
O -0.034 -2.381 0.288 0.028 0.142 -0.146 -0.240
H 2.176 3.105 -1.372 0.010 0.002 -0.005 0.023
C 3.166 -0.430 -1.271 0.065 0.034 0.123 -0.591
N 1.468 0.063 0.443 0.143 0.054 0.076 -0.032
H -4.508 -0.086 2.866 0.004 0.003 -0.001 0.074
H 0.022 2.769 -5.028 -0.004 0.005 0.005 0.020
H 2.153 3.772 -3.011 -0.019 0.001 -0.007 0.021
H -4.002 0.315 1.194 0.001 0.001 -0.005 0.085
O 1.846 2.735 3.746 -0.005 0.004 0.019 -0.075
H -2.000 3.549 -2.212 0.001 0.000 0.001 0.025
C 1.934 2.881 -2.415 -0.018 -0.023 0.024 -0.172
C -0.040 0.663 2.289 0.122 0.001 -0.058 -0.057
C -2.683 -4.723 0.200 -0.036 -0.016 0.013 -0.044
H -1.237 1.634 -4.511 0.004 -0.007 -0.004 0.026
S -1.900 -1.420 -2.086 0.068 -0.088 -0.034 0.582
O -1.532 -0.100 0.566 -0.009 -0.075 0.195 -0.186
H -0.733 4.677 -2.727 0.001 0.000 -0.004 0.019
H 4.685 -0.790 -2.730 -0.001 -0.006 0.004 0.088
O -1.263 -3.131 1.976 -0.045 0.128 0.000 0.053
H 0.426 1.079 -4.694 0.005 0.000 0.007 0.006
I 1.739 -1.352 -2.476 -0.123 0.035 0.217 1.196
H -3.607 -3.251 -3.211 -0.002 0.001 0.001 0.084
Ru -0.129 -0.663 -0.713 0.116 -0.030 -0.316 0.902
H 2.029 0.791 4.263 -0.006 -0.003 -0.007 0.122
H 1.046 1.730 5.382 0.003 0.001 -0.003 0.110
C 2.823 0.086 -0.015 -0.067 -0.065 -0.067 -0.268
C -1.287 0.263 1.771 0.027 0.071 -0.196 -0.267
C 5.485 0.141 -0.978 0.020 0.005 -0.004 -0.097
C -2.434 0.302 2.653 -0.052 0.041 0.162 -0.249
H 6.498 0.171 -1.357 -0.001 -0.001 0.001 0.100
H -4.002 -6.346 -0.275 0.002 0.001 0.001 0.088
C -0.944 3.805 -2.101 0.000 -0.014 0.009 -0.178
C 5.183 0.612 0.290 -0.027 -0.006 0.007 -0.083
C 4.470 -0.393 -1.747 -0.009 -0.019 -0.045 -0.170
H -0.780 4.087 -1.058 0.007 -0.003 -0.001 0.021
C -1.111 -2.935 0.782 0.113 -0.365 0.045 -0.600
H -1.165 1.475 5.396 0.014 0.000 -0.004 0.101
C -2.434 -2.963 -1.445 -0.019 -0.032 0.050 -0.597
```
Positions in Å, forces in eV/Å.

Summary:
Energy above the lowest of the compared OMol25 structures with the same formula, charge and spin = 12.9 kcal/mol
Charge = -1
E = -2495.7479 a.u.
2S+1 = 2
Frontier orbital gap (alpha / beta) = 6.2509 / 6.2244 eV
HOMO level (alpha / beta) = -4.3 / -4.3 eV
F_max = 0.0075 Eh/bohr


Computed, not measured: a structure of composition C39H21N8O2PtS, with ωB97M-V/def2-TZVPD.

XYZ file:
```
72
Properties=species:S:1:pos:R:3:forces:R:3:lowdin_charge:R:1
C 1.752 -0.557 -2.784 -0.169 0.042 -0.051 -0.267
C 1.369 2.864 -0.371 0.079 0.064 -0.011 -0.265
C 1.217 5.847 -2.708 0.000 -0.040 0.032 -0.086
C 0.883 -3.219 2.858 -0.014 0.055 0.006 -0.100
C 2.279 -1.652 -5.085 -0.041 0.053 -0.033 -0.016
C -6.203 0.357 -0.722 -0.113 0.020 0.047 -0.188
H 0.551 -3.268 4.982 0.016 -0.004 -0.013 0.111
H 1.116 5.765 -0.550 0.011 0.001 -0.016 0.111
C -3.403 0.034 -0.334 0.090 -0.055 0.048 -0.788
H 1.525 3.159 -4.793 0.009 0.001 0.012 0.111
N 1.275 -1.741 1.159 -0.138 -0.029 -0.069 -0.040
Pt 1.412 -0.061 0.129 -0.045 0.024 -0.005 1.195
H 2.739 -2.924 -6.743 -0.008 0.007 0.006 0.096
C 1.692 3.930 5.313 -0.005 -0.027 -0.019 -0.088
C 1.596 3.926 3.932 -0.069 0.031 -0.022 -0.016
C 1.616 -2.451 -1.621 -0.170 -0.039 -0.045 -0.267
H -6.220 0.982 1.345 0.060 0.002 0.029 0.104
H 0.864 -5.874 0.731 0.011 -0.004 0.016 0.111
H 1.391 0.593 5.973 0.024 0.003 -0.014 0.111
O -8.189 0.686 -2.013 0.036 -0.052 -0.023 0.083
C 1.453 1.518 5.414 -0.061 -0.038 0.052 -0.017
C 0.969 -3.947 1.675 0.005 0.034 -0.095 -0.100
H -3.801 0.703 1.664 -0.028 -0.019 0.016 0.085
H -7.885 0.022 0.881 -0.072 0.022 -0.074 0.083
C 1.224 -2.983 0.609 0.076 -0.058 0.012 -0.268
N 1.423 -3.318 -0.649 0.049 -0.002 0.032 0.216
C 1.434 2.700 3.301 0.063 0.017 -0.065 -0.102
C 1.448 3.734 -3.879 -0.005 0.029 -0.072 -0.015
C -5.612 0.618 0.521 0.033 -0.040 -0.022 -0.066
H 1.831 4.866 5.840 -0.021 0.003 -0.003 0.096
H 1.697 2.777 7.125 -0.004 -0.005 0.001 0.096
H 1.120 6.924 -2.758 0.001 -0.008 0.002 0.096
C 1.449 3.104 -2.644 -0.003 -0.060 -0.022 -0.102
C 1.981 -1.643 -3.730 0.043 0.022 -0.005 -0.101
C -7.657 0.472 -0.954 0.031 0.008 -0.013 -0.497
C 2.498 -2.879 -5.688 -0.006 -0.033 0.011 -0.088
C -5.372 -0.026 -1.776 0.067 0.035 -0.054 -0.041
H 0.429 -7.027 2.899 -0.005 0.005 0.003 0.096
C -4.252 0.476 0.707 -0.017 -0.011 -0.062 -0.140
C 1.333 5.115 -3.896 0.003 -0.011 0.020 -0.087
H -3.383 -0.507 -2.408 -0.023 -0.013 -0.007 0.086
C 1.619 2.738 6.046 -0.008 0.018 -0.015 -0.089
C 1.216 5.214 -1.475 0.001 0.052 -0.018 -0.015
S -1.709 -0.231 -0.076 -0.247 0.047 -0.042 0.425
C 0.631 -3.844 4.069 -0.010 -0.020 0.076 -0.014
C 1.086 -1.818 2.502 0.054 0.015 0.072 -0.268
C -4.016 -0.191 -1.588 -0.024 0.025 0.042 -0.132
C 0.809 -5.324 1.661 -0.011 -0.051 0.003 -0.014
H 1.643 4.838 3.352 0.029 -0.003 0.021 0.111
H 0.273 -5.743 4.988 -0.002 0.006 0.000 0.096
O -8.450 0.296 0.147 0.079 0.022 0.108 0.075
H 2.337 -0.725 -5.641 0.014 -0.015 0.006 0.111
N 1.360 3.197 0.903 0.058 0.002 -0.023 0.214
C 1.336 3.832 -1.463 -0.015 -0.030 0.098 -0.102
H 1.325 5.640 -4.843 -0.004 -0.007 0.003 0.096
C 1.896 -2.828 -3.003 0.042 -0.016 0.066 -0.101
C 0.475 -5.221 4.061 0.005 -0.001 -0.024 -0.087
C 1.367 1.514 4.029 0.051 -0.041 0.009 -0.102
C 1.261 0.432 3.056 -0.208 -0.010 0.021 -0.268
C 1.368 2.328 1.892 -0.198 0.028 0.008 -0.267
N 1.558 -1.096 -1.551 0.296 -0.042 0.105 -0.035
H -5.825 -0.201 -2.745 0.035 -0.015 0.008 0.112
N 1.709 0.714 -3.121 0.043 0.039 -0.033 0.215
C 2.109 -4.060 -3.605 -0.054 -0.033 -0.006 -0.015
H 2.035 -4.973 -3.028 0.022 0.005 -0.016 0.111
N 1.480 1.619 -0.908 -0.093 0.045 0.053 -0.036
C 0.563 -5.953 2.871 0.011 0.032 -0.018 -0.086
H 2.594 -5.013 -5.458 -0.013 0.004 0.001 0.096
N 1.126 -0.837 3.379 0.049 -0.045 0.034 0.215
N 1.280 0.973 1.811 0.365 0.028 -0.036 -0.034
C 1.542 1.699 -2.262 0.053 0.003 -0.058 -0.266
C 2.414 -4.071 -4.956 -0.013 0.025 0.025 -0.088
```
Positions in Å, forces in eV/Å.

Summary:
Energy above the lowest of the compared OMol25 structures with the same formula, charge and spin = 0.4 kcal/mol
Charge = -1
E = -2605.1121 a.u.
Frontier orbital gap = 4.3974 eV
HOMO level = -3.7 eV
F_max = 0.0072 Eh/bohr


Computed, not measured: a structure of composition C26H20BrF6N3O3V, with ωB97M-V/def2-TZVPD.

XYZ file:
```
60
Properties=species:S:1:pos:R:3:forces:R:3:lowdin_charge:R:1
F 0.940 -0.093 2.742 0.054 -0.130 0.012 0.063
H -3.220 -0.929 -3.718 0.010 0.000 0.006 0.091
C 2.665 0.514 -2.704 -0.060 -0.036 -0.045 -0.014
C 2.408 0.567 -4.070 0.030 0.017 0.049 -0.079
C -0.636 1.600 2.285 -0.009 -0.109 -0.086 -0.484
C 1.669 0.081 -1.847 -0.018 0.008 -0.029 -0.198
H 2.746 -4.703 2.460 0.011 -0.031 -0.006 0.114
H -6.024 -2.323 0.829 -0.009 -0.008 0.008 0.115
H 2.770 -6.129 0.397 0.002 -0.004 0.006 0.110
C 2.243 -4.392 1.557 -0.117 0.045 -0.040 -0.035
H 3.903 -0.197 -0.357 0.003 0.008 0.007 0.103
V 0.021 -0.750 0.510 0.272 0.583 0.835 0.877
H 3.631 0.813 -2.325 0.012 0.010 -0.012 0.106
C -0.809 3.133 2.215 0.097 0.053 0.136 -0.558
H 1.522 -2.550 2.400 -0.015 0.024 -0.012 0.115
C 0.932 -3.505 -0.666 0.029 -0.046 0.000 -0.140
H 3.181 0.906 -4.745 0.017 0.001 0.008 0.105
C -4.103 -1.222 -3.171 0.017 0.004 0.001 -0.029
N -0.555 -0.696 -1.367 0.012 -0.150 -0.512 -0.068
C -1.789 1.014 3.109 -0.086 -0.001 0.036 0.021
C -2.736 -1.319 -1.066 -0.343 -0.042 -0.276 -0.124
F -2.020 3.447 1.740 0.022 -0.011 -0.008 0.161
H 0.977 0.231 -5.625 -0.022 -0.007 -0.001 0.104
O 1.841 -0.025 -0.483 -0.084 -0.020 -0.004 -0.182
C -5.174 -1.822 -1.102 -0.076 -0.028 0.024 -0.179
C -6.393 -1.950 -1.792 0.022 0.004 -0.011 -0.043
H -3.881 -2.131 2.049 -0.035 -0.009 0.017 0.117
C 0.405 -0.287 -2.328 0.205 0.075 -0.061 -0.164
C -4.003 -1.457 -1.786 0.033 0.014 -0.008 -0.097
N -1.711 -0.932 -1.860 -0.182 -0.058 0.310 0.103
C -6.465 -1.723 -3.142 0.000 0.001 0.009 -0.092
H -0.801 -0.523 -4.062 0.001 0.004 -0.015 0.100
H -1.896 1.488 4.084 0.022 0.007 -0.005 0.094
C 1.170 0.190 -4.561 0.010 0.005 -0.047 -0.083
C -3.949 -1.953 0.984 -0.015 -0.036 -0.121 0.000
C 1.580 -4.729 -0.707 -0.008 0.126 0.162 -0.667
O -0.555 1.116 1.025 0.068 -0.096 -0.342 -0.196
Br 1.540 -5.745 -2.286 0.004 -0.043 -0.060 0.788
H 3.242 1.450 -0.091 0.012 -0.009 0.012 0.113
C 0.694 1.256 2.996 -0.041 -0.046 0.090 -0.512
H -7.404 -1.823 -3.669 -0.006 0.000 -0.006 0.099
H -1.637 -0.057 3.239 0.018 0.011 -0.015 0.085
O -1.676 -1.565 1.092 -0.072 0.032 -0.218 -0.136
H -7.277 -2.232 -1.232 -0.014 -0.002 0.004 0.109
F 0.098 3.722 1.428 -0.041 -0.005 0.013 0.159
H 0.402 -3.114 -1.526 0.012 -0.029 -0.011 0.112
C 1.560 -3.188 1.526 0.165 -0.191 0.000 -0.100
C -5.111 -2.057 0.309 0.089 0.014 0.036 -0.017
F 1.761 1.901 2.521 -0.005 0.000 0.014 0.164
N 0.933 -2.751 0.433 -0.041 0.202 0.016 -0.003
C 0.174 -0.234 -3.697 -0.026 0.000 0.074 -0.006
F -0.700 3.703 3.441 0.008 -0.017 -0.062 0.137
H -2.704 1.151 2.537 0.018 -0.001 -0.009 0.101
H -5.343 -1.168 -4.895 -0.014 -0.002 -0.010 0.100
C 2.253 -5.180 0.417 0.031 -0.074 -0.045 -0.094
C -2.712 -1.595 0.336 0.065 -0.037 0.268 -0.303
H 3.016 0.189 1.140 0.025 0.020 -0.002 0.085
F 0.708 1.373 4.324 -0.023 0.006 -0.059 0.169
C 3.087 0.384 0.075 -0.040 -0.004 -0.001 -0.032
C -5.302 -1.355 -3.830 0.006 0.006 -0.016 -0.084
```
Positions in Å, forces in eV/Å.

Summary:
E = -5510.0749 a.u.
2S+1 = 4
Frontier orbital gap (alpha / beta) = 6.3878 / 6.9294 eV
HOMO level (alpha / beta) = -6.8 / -7.5 eV
F_max = 0.0205 Eh/bohr